Formula: C9H12BF4N3O4Pt
Source: the Open Molecules 2025 dataset
Level of theory: ωB97M-V/def2-TZVPD

The geometry in XYZ format:
```
34
Properties=species:S:1:pos:R:3:mulliken_charge:R:1
Pt 1.501 -0.303 -0.163 1.004
N 3.695 -0.455 -0.403 -0.564
C 4.343 -0.863 0.851 -0.505
C 3.743 -0.038 1.978 -0.571
N 2.291 -0.237 1.982 -0.598
H 3.961 -1.042 -1.181 0.281
H 3.928 0.516 -0.623 0.305
H 5.423 -0.709 0.813 0.380
H 4.139 -1.923 1.013 0.342
H 3.936 1.016 1.785 0.313
H 4.204 -0.310 2.930 0.382
H 1.798 0.556 2.377 0.294
H 2.012 -1.085 2.459 0.248
F 2.251 3.978 -0.879 -0.301
B 2.429 2.715 -0.413 0.620
F 1.660 2.482 0.770 -0.408
F 3.785 2.434 -0.114 -0.414
F 2.029 1.721 -1.407 -0.457
O -0.381 -1.422 0.629 -0.719
C -0.972 -0.960 -0.386 1.021
O -0.307 -0.453 -1.342 -0.682
C -2.458 -0.929 -0.457 0.177
C -3.238 -1.723 0.375 -0.483
C -4.619 -1.613 0.347 -0.517
C -5.225 -0.696 -0.496 -0.445
C -4.434 0.086 -1.322 -0.061
C -3.055 -0.020 -1.322 -0.305
N -5.073 1.060 -2.214 1.009
O -4.372 1.627 -3.028 -0.586
O -6.273 1.229 -2.092 -0.607
H -2.749 -2.423 1.041 0.430
H -5.225 -2.233 0.992 0.395
H -6.298 -0.577 -0.528 0.492
H -2.450 0.594 -1.972 0.531
```

Output
- relative energy (zero: lowest compared OMol25 entry of this formula, charge and spin) (eV) = 0.000
- multiplicity = 3
- frontier orbital gap (spin up / spin down) (eV) = 8.9037 / 8.6509
- F_max (eV/Å) = 0.61
- total charge = 0
- <S²> = 2.00